# 1
A molecular structure, C17H24MnN4O5 at a distorted geometry, computed with ωB97M-V/def2-TZVPD.

The geometry in ORCA input format:
```
! wB97M-V def2-TZVPD RIJCOSX def2/J DEFGRID3
* xyz 0 6
Mn 0.05951 0.02410 -0.77364
O -1.12966 1.77916 -1.80648
O -2.23408 -0.46291 -2.43717
O 0.20231 3.35209 0.14401
O -1.02588 -2.47002 0.51752
O 2.59579 -1.87770 -1.24098
N -1.38134 0.66847 0.73694
N -1.01053 -0.85343 -2.25585
N 1.01817 -0.44552 1.41709
N 1.28668 -1.50974 -1.60553
C -3.40355 1.77608 1.33501
C -1.54630 1.80581 2.86318
C -0.41549 -1.68233 -3.14199
C 2.06192 -1.18311 1.80059
C -0.99434 -2.02982 -4.47010
C 2.11360 -0.12410 3.96776
C -0.87829 2.15020 4.07638
C 0.96686 0.60639 3.60388
C -2.83464 2.23768 2.50630
C -2.66369 0.95882 0.47614
C 1.73890 -3.10234 -3.40626
C 2.62960 -1.05520 3.08206
C 0.32137 1.57282 4.43310
C 1.61740 1.49944 -0.96366
C -0.85663 0.96292 1.94812
C 0.41243 0.36716 2.30965
C 0.87083 -2.12438 -2.71166
H -0.18681 -1.94366 -5.21998
H -1.35914 2.87984 4.72470
H 2.58503 0.98416 -0.89002
H 2.55653 0.03806 4.95038
H 1.48500 1.92258 -1.97274
H 0.36591 4.24969 -0.19660
H -3.37372 2.91386 3.17017
H 1.13670 -3.86638 -3.90502
H 2.45311 -1.91248 1.08880
H 2.41252 -3.57254 -2.68805
H -3.09363 0.53614 -0.43574
H -1.83148 -1.37201 -4.75191
H -1.91841 -2.69203 0.19987
H 2.90273 -1.10759 -0.71797
H 3.47815 -1.68385 3.32934
H -0.49425 -3.25649 0.28625
H 2.34949 -2.60287 -4.16923
H -1.31348 -3.08700 -4.46860
H 0.79786 1.83572 5.37446
H -1.31540 2.56315 -2.38618
H -0.44480 2.93065 -0.46369
H -1.81769 1.08848 -2.08848
H 1.51220 2.26888 -0.19996
H -4.40736 2.04515 1.02578
*
```

- Gap between HOMO and LUMO (spin up / spin down): 5.29 / 6.55 eV
- LUMO level (spin up / spin down): -0.16 / -0.18 eV
- <S²>: 8.777

Löwdin atomic charge list, values in e, 2 entries:
1. Mn 0.762
2. O -0.166

***

# 2
C17H24N2O4 in the gas phase at a distorted geometry, computed with ωB97M-V/def2-TZVPD.

The geometry in ORCA input format:
```
! wB97M-V def2-TZVPD RIJCOSX def2/J DEFGRID3
* xyz 0 1
O -1.15886 -2.42979 1.15391
O 0.45636 5.79690 0.57067
O 0.70699 -1.19441 1.46834
O -2.31076 5.69608 -0.27258
N -0.00648 -0.04903 1.00925
N 1.60422 1.22158 2.14074
C 0.01295 7.01380 0.01278
C 1.24716 -3.89293 -2.67047
C 0.90778 -3.43192 -1.25753
C 1.38134 -5.82784 -1.22579
C 0.89003 -3.48198 1.88001
C -2.24435 3.29968 0.11533
C 0.92086 -5.38277 -2.62068
C 0.47686 1.07148 1.39437
C 0.00029 -2.33573 1.43976
C -0.23963 2.27287 0.94341
C 0.72886 -4.69939 0.96612
C -1.64849 4.55781 0.10653
C 0.37027 3.52098 0.92136
C -0.30352 4.66578 0.51043
C -1.56134 2.17276 0.52480
C -3.63618 5.58912 -0.73089
C 1.46592 -4.54697 -0.36355
H 1.77240 2.09070 2.61416
H -0.15666 -5.51969 -2.71982
H 1.92692 -3.14585 1.90908
H -3.93143 6.60328 -0.99695
H -4.30459 5.21227 0.04958
H 0.85686 7.69578 0.11806
H -0.23607 6.90564 -1.04490
H 1.11709 -5.57963 1.48419
H 2.31115 -3.74708 -2.86719
H 1.33160 -2.45671 -1.02266
H -0.33601 -4.85275 0.78038
H 2.51843 -4.33206 -0.14892
H -3.27028 3.19319 -0.19700
H 2.35620 -6.31306 -1.27925
H -0.84914 7.41625 0.54800
H 1.40871 -5.94585 -3.41554
H -0.17499 -3.37113 -1.14350
H 1.40566 3.65165 1.19520
H 0.57997 -3.74801 2.89382
H 0.67869 -3.36348 -3.43367
H 1.99916 0.38789 2.54324
H -2.03790 1.20722 0.52670
H -3.70741 4.94816 -1.61506
H 0.68135 -6.54286 -0.79426
*
```

- Gap between HOMO and LUMO: 8.85 eV
- Structure (SMILES): COc1ccc(/C(N)=N/OC(=O)CCC2CCCC2)cc1OC
- Energy above the lowest of the compared OMol25 structures with the same formula, charge and spin: 76.6 kcal/mol
- LUMO level: 0.74 eV

Löwdin atomic charge list, values in e, 2 entries:
1. O 0.116
2. O -0.069

***

# 3
A molecular structure, C17H24N2O8S4W, computed with ωB97M-V/def2-TZVPD.

The geometry in ORCA input format:
```
! wB97M-V def2-TZVPD RIJCOSX def2/J DEFGRID3
* xyz 2 3
W -0.34076 0.50904 0.06206
S -1.89732 1.20699 -1.83874
S -2.53281 0.03858 1.24344
S -0.87007 2.88418 0.83377
S 2.77849 0.89554 -0.70195
O 1.23319 -6.72539 2.35091
O -0.45699 -1.34826 -0.31846
O 1.53787 -5.36430 4.00655
O 1.04139 0.05000 1.44420
O 1.25826 1.34972 -0.84331
O -0.63995 -3.10230 -2.22901
O -0.28783 -5.17990 -1.79123
O -0.18790 -0.36092 3.26419
N -0.33373 -4.01759 -1.48474
N 1.22243 -5.63534 2.87095
C -2.60619 2.85901 1.39806
C 0.78697 -4.50070 2.02277
C -0.94426 3.68070 -0.79977
C -3.69234 -0.16044 -0.13753
C 0.44399 -4.75024 0.70949
C 3.62995 2.47280 -0.71851
C -2.92776 1.56821 2.12837
C 3.37916 3.23753 0.57060
C 3.10643 0.29582 -2.36206
C 0.02675 -3.69386 -0.08336
C 2.42850 -1.04179 -2.60109
C 0.36931 -0.76467 2.27847
C 0.34969 -2.17761 1.77349
C -3.61200 0.83046 -1.28469
C -0.04291 -2.39473 0.44320
C 0.74816 -3.23398 2.57641
C -1.88208 3.04573 -1.81576
H 2.31170 3.35636 0.76465
H 1.03412 -3.08422 3.60824
H -3.47698 -1.17429 -0.48208
H -2.33929 1.47278 3.04490
H -4.13344 0.41944 -2.14893
H 1.34453 -0.98046 -2.48130
H 3.81770 4.23015 0.48425
H -2.73746 3.70278 2.07711
H -2.91281 3.36468 -1.67064
H 2.81865 -1.80764 -1.93187
H -1.59309 3.37135 -2.81526
H 4.68370 2.20779 -0.83073
H 0.48938 -5.75281 0.30486
H 0.09236 3.63238 -1.13889
H 2.77740 1.07333 -3.05349
H -4.09026 1.77455 -1.03209
H 3.30744 3.00830 -1.61191
H -1.19675 4.73453 -0.66622
H 2.62552 -1.35747 -3.62439
H -4.70121 -0.17410 0.27849
H 4.19454 0.21749 -2.41236
H -3.25217 3.01727 0.53716
H 3.83232 2.73702 1.42385
H -3.98153 1.53849 2.40994
*
```

- Gap between HOMO and LUMO (spin up / spin down): 7.13 / 7.87 eV
- Energy above the lowest of the compared OMol25 structures with the same formula, charge and spin: 13.0 kcal/mol
- LUMO level (spin up / spin down): -7.79 / -7.40 eV
- <S²>: 2.012

Löwdin atomic charge list, values in e, 2 entries:
1. W 1.282
2. S 0.907

***

# 4
C17H24N4O in the gas phase at a distorted geometry, computed with ωB97M-V/def2-TZVPD.

The geometry in ORCA input format:
```
! wB97M-V def2-TZVPD RIJCOSX def2/J DEFGRID3
* xyz 0 1
O -1.84533 1.98343 0.46445
N 0.63094 1.14509 1.69779
N -1.36859 0.79889 -1.32103
N -0.51183 -0.12800 -2.01344
N 0.55509 0.36278 -4.27547
C -3.12514 -0.95326 -1.31917
C 1.82478 -2.90725 1.82181
C 0.99780 3.16518 0.03761
C 0.57986 -2.56293 2.48718
C -0.98055 1.59559 -0.24131
C 0.39903 1.68372 0.28513
C 0.60112 3.58735 -1.37706
C -0.30773 -3.75047 2.96940
C 2.40440 -0.58309 1.51524
C 2.49222 3.08753 0.28083
C 0.08051 0.14969 -3.24807
C 2.82933 -1.93622 1.48727
C -2.20396 -1.90419 -1.82291
C 0.98388 -0.22236 1.76547
C -2.80312 0.55324 -1.48906
C -0.77144 -1.46309 -1.67582
C 0.12387 -1.23697 2.31745
H -2.33065 -1.81868 -2.88714
H -0.14973 1.40257 2.26309
H -3.02406 -1.11009 -0.23820
H 0.48895 3.95376 0.57473
H -4.11383 -1.17385 -1.63902
H 3.83402 -2.16362 1.29226
H 1.07449 1.11275 -0.37801
H 2.07216 -3.94876 1.68764
H 2.94300 4.03596 0.20408
H 0.27805 -4.56848 3.52952
H 3.14349 0.18235 1.22577
H 1.34499 4.27290 -1.78980
H -0.54288 -1.36748 -0.66630
H -0.40806 4.14744 -1.47155
H 0.70356 2.84751 -2.13637
H -0.02378 -2.11495 -2.04516
H -2.34320 -2.89962 -1.50686
H -1.16374 -3.40504 3.55221
H 2.89348 2.47961 -0.59106
H -3.40930 1.27368 -0.88356
H -3.01480 0.82589 -2.51071
H -0.67065 -4.14343 2.09588
H 2.75868 2.69399 1.28707
H -0.92531 -0.97907 2.68520
*
```

- Gap between HOMO and LUMO: 8.89 eV
- Structure (SMILES): Cc1cccc(N[C@@H](C(=O)N2CCCCN2C#N)C(C)C)c1
- Energy above the lowest of the compared OMol25 structures with the same formula, charge and spin: 52.3 kcal/mol
- LUMO level: 0.62 eV

Löwdin atomic charge list, values in e, 2 entries:
1. O 0.107
2. N 0.068

***

Number 1: energy -2408.303610 Ha. Number 2: energy -1072.608595 Ha. Number 3: energy -3032.766409 Ha. Number 4: energy -956.308067 Ha.